(1)
This record from OMol25 describes a molecular structure, C19H66CuF3N30O17. The level of theory is ωB97M-V/def2-TZVPD.

The geometry in XYZ format:
```
136
Properties=species:S:1:pos:R:3:forces:R:3:mulliken_charge:R:1
Cu -0.980873 1.199085 2.890054 -0.4 -0.5 -0.3 0.596
C -0.270455 -1.023290 0.908059 0.8 1.8 2.6 0.377
O -0.136703 0.391814 0.842385 0.8 1.1 -1.5 0.557
O -0.555557 -1.164830 2.230417 -1.3 -1.6 -0.3 1.167
C -1.252702 -1.328201 -0.245560 -0.1 -2.7 0.1 -0.148
F -0.738534 -0.903618 -1.422723 -0.4 0.1 0.2 0.054
F -1.426397 -2.695894 -0.434549 0.8 0.3 0.2 -0.085
F -2.508432 -0.939637 -0.114277 0.4 0.9 0.2 -0.063
C 0.705120 1.066303 -0.159341 -0.6 0.3 1.1 0.176
C 0.774012 2.466644 0.453695 0.1 -0.3 0.1 -1.274
H 1.340284 3.201030 -0.114760 0.0 -0.1 -0.2 0.245
H -0.233085 2.842872 0.643613 -0.1 0.0 -0.3 0.466
H 1.234342 2.354205 1.438649 0.2 0.1 0.0 -0.200
H 0.254679 1.033859 -1.148217 -0.2 0.2 0.1 0.195
H 1.678571 0.575852 -0.212989 0.1 0.0 0.1 -0.059
H 0.711181 -1.508162 0.782632 -0.1 -0.1 -1.3 -0.242
C -1.066409 -0.168662 5.706360 -0.4 0.0 -0.9 0.481
O -1.670052 0.647299 5.003484 0.7 0.2 0.0 -0.582
N -1.167351 -0.188745 7.060209 -0.1 0.7 1.0 -0.494
N -0.312317 -1.148491 5.211695 0.9 -1.0 -1.4 0.276
H -1.059621 0.737210 7.450997 -0.4 -0.2 0.3 0.271
H -0.667959 -0.927080 7.522766 0.1 0.1 0.2 0.175
H 0.248293 -1.806811 5.720737 -0.2 0.2 0.6 0.228
H -0.123510 -1.210853 4.218060 -0.6 0.6 -0.2 -0.569
C 4.071224 2.377839 0.696078 -0.1 -0.7 1.3 0.260
O 3.907260 1.161377 0.891747 -0.2 0.2 -0.2 -0.827
N 4.022028 3.253358 1.731644 -0.2 0.4 0.7 -0.311
N 4.279131 2.896221 -0.500432 0.2 -0.4 -1.5 -0.269
H 4.691864 3.999164 1.790712 -0.1 0.1 -0.1 0.214
H 3.634790 2.867920 2.585801 0.3 -0.1 0.1 0.254
H 4.231630 2.209342 -1.250821 0.3 0.2 -0.2 0.221
H 4.221640 3.879446 -0.688298 -0.1 0.0 0.1 0.213
C 2.749730 0.624707 4.201918 0.4 0.1 -1.9 0.345
O 2.619175 1.821888 3.915954 -0.1 -0.1 0.4 -0.748
N 2.567991 0.143991 5.437964 -0.1 -0.3 1.1 -0.386
N 3.076168 -0.306700 3.264247 0.0 -0.5 0.4 -0.046
H 2.252628 0.761921 6.163581 0.1 0.1 -0.1 0.239
H 2.908613 -0.762982 5.701988 -0.1 0.0 0.0 0.183
H 3.092550 -1.278069 3.526634 0.0 0.0 0.0 0.144
H 3.383142 -0.080802 2.324498 -0.1 0.7 0.2 0.243
C 2.312524 3.292114 -3.801495 -3.2 1.9 -0.4 0.466
O 1.258719 3.818564 -3.411423 0.7 -0.5 0.2 -0.707
N 3.311277 4.048513 -4.311185 0.6 -0.7 0.4 -0.352
N 2.449568 1.951102 -3.944720 1.4 -0.7 0.3 -0.344
H 3.295705 5.026536 -4.070999 0.2 0.0 -0.1 0.278
H 4.148665 3.516277 -4.491693 0.3 0.7 -0.2 0.235
H 1.645686 1.413398 -3.665584 0.0 0.3 0.4 0.128
H 3.297676 1.691624 -3.423353 -0.2 -1.0 -0.6 0.314
C -3.113288 -1.947838 -4.807002 -0.6 -0.8 0.7 0.598
O -3.433051 -0.851017 -4.338619 0.6 -0.5 -0.9 -0.722
N -2.360705 -2.841015 -4.111873 0.3 0.6 0.5 -0.214
N -3.544823 -2.462816 -5.987420 -0.3 1.2 0.7 -0.515
H -1.941720 -2.435771 -3.290997 -0.1 -0.5 0.3 -0.142
H -2.610912 -3.812468 -4.126607 0.3 -0.1 0.1 0.220
H -4.107428 -1.806306 -6.502656 0.0 -0.6 -0.6 0.266
H -3.089601 -3.296089 -6.306526 -0.1 0.2 -0.7 0.200
C -1.717513 -6.360594 0.056233 0.7 0.0 2.5 0.539
O -0.771860 -6.454102 -0.719026 -0.8 0.4 -0.6 -0.636
N -1.896641 -5.298772 0.925412 1.0 0.7 -1.6 -0.194
N -2.569843 -7.367740 0.351039 0.6 0.0 -1.1 -0.420
H -1.248576 -4.559891 0.704845 -0.2 0.2 0.5 -0.102
H -2.311845 -5.315937 1.837349 -0.2 -0.2 -0.1 0.267
H -2.433938 -8.153615 -0.263375 -0.8 -0.4 0.5 0.265
H -3.292391 -7.165425 1.013714 -0.4 -0.7 -0.3 0.186
C 2.487801 -4.459646 -1.843089 -0.7 1.6 -0.9 0.677
O 3.467863 -3.739683 -1.606846 0.3 -1.0 0.4 -0.914
N 1.264253 -4.172626 -1.345044 0.7 -0.4 -0.1 0.058
N 2.449349 -5.423015 -2.795091 0.7 0.0 0.5 -0.403
H 1.196457 -3.409143 -0.698920 -0.4 -0.2 0.0 -0.103
H 0.514480 -4.731425 -1.710001 -0.7 0.3 0.8 0.053
H 1.579956 -5.885728 -2.977113 0.2 -0.3 -0.3 0.152
H 3.284647 -5.573748 -3.330031 -0.2 -0.2 -0.1 0.230
C 4.337044 -0.563087 -2.257812 -1.6 0.2 1.5 0.502
O 4.505191 0.646145 -2.514636 0.5 -0.4 -0.6 -0.871
N 4.201989 -1.580166 -3.138629 0.6 1.2 -1.4 -0.326
N 4.044293 -0.949293 -0.999292 0.3 -0.6 0.6 -0.004
H 4.202158 -2.553829 -2.862986 -0.3 0.2 0.1 0.289
H 4.009209 -1.267859 -4.076352 0.3 -0.5 -0.1 0.204
H 4.107663 -0.316159 -0.213827 0.1 0.3 -0.3 0.189
H 3.691644 -1.888001 -0.876318 0.2 -0.1 0.1 0.146
C -0.367902 4.212090 3.519690 0.2 1.1 0.3 0.758
O -1.213549 3.332816 3.333181 0.5 0.2 -0.4 -0.637
N -0.566816 5.557708 3.313621 -0.5 0.2 -0.2 -0.566
N 0.875386 4.003342 3.995528 -0.4 -1.8 -0.3 -0.293
H -1.315770 5.915281 2.742197 -0.2 -0.4 0.2 0.237
H 0.289199 6.069573 3.211364 0.0 0.2 -0.1 0.181
H 1.182293 3.038142 3.912143 0.5 0.2 0.6 0.026
H 1.428549 4.684366 4.473628 0.1 0.1 -0.1 0.226
C -3.882234 2.257713 1.355388 -1.1 0.1 0.8 0.187
O -2.933166 1.478540 1.282740 -0.2 0.2 -0.6 0.036
N -3.872912 3.340221 2.178028 1.2 -0.2 0.0 -0.437
N -5.134465 2.071337 0.816044 -0.1 -0.8 -0.8 -0.420
H -4.596223 4.024836 2.095569 0.1 0.3 0.0 0.235
H -2.919441 3.581356 2.423721 -0.3 0.3 0.6 0.092
H -5.808551 2.796958 0.969524 0.0 0.2 0.1 0.227
H -5.211128 1.721658 -0.129339 0.3 -0.2 0.1 0.209
C -3.730778 1.942207 -2.449843 -1.7 1.8 -0.1 0.286
O -3.820966 3.062795 -1.919788 0.5 -1.0 0.0 -0.692
N -4.177084 1.729958 -3.724935 0.5 -0.2 -0.2 -0.396
N -3.431767 0.790507 -1.828072 0.4 -0.3 0.4 -0.063
H -3.922904 0.826020 -4.127391 -0.4 0.7 -0.3 0.447
H -4.292688 2.553596 -4.288982 0.1 -0.1 -0.1 0.234
H -3.169415 0.785115 -0.857374 0.2 0.3 -0.1 -0.240
H -3.227095 0.014787 -2.437351 -0.1 -0.3 0.3 0.343
C 0.402177 -1.852247 -5.724085 -1.9 -1.6 0.3 0.627
O 0.294759 -3.054888 -5.503182 0.9 0.4 -0.4 -0.617
N 0.247885 -1.283378 -6.951410 0.3 1.1 -0.1 -0.415
N 0.418899 -0.943126 -4.713352 0.5 1.1 0.5 -0.065
H 0.245077 -1.741454 -7.841497 0.1 -0.5 0.3 0.202
H 0.209717 -0.279587 -6.947219 0.1 0.0 -0.5 0.131
H 0.336856 0.040985 -4.903872 0.0 0.0 -0.1 0.188
H 0.193033 -1.196791 -3.768084 0.1 -0.5 -0.1 -0.071
C 1.169058 -4.245395 3.521051 1.2 -2.2 -1.3 0.340
O 1.616961 -5.385397 3.688422 -0.8 0.9 0.7 -0.721
N 1.843867 -3.406643 2.698891 0.9 1.3 -0.3 -0.002
N -0.023412 -3.762673 3.932748 1.3 -0.5 0.6 -0.243
H 1.505543 -2.491245 2.432490 -0.1 -0.2 0.0 -0.258
H 2.709701 -3.747007 2.317067 -0.1 0.0 0.0 0.196
H -0.170126 -2.857714 3.507698 -1.6 -0.3 -0.2 0.011
H -0.616447 -4.539323 4.178422 -0.7 0.7 0.0 0.189
C -4.186777 -2.783495 2.833898 -2.2 -0.5 -0.9 0.409
O -5.138194 -3.529579 3.080186 0.7 0.1 0.7 -0.747
N -2.946979 -2.881045 3.310554 1.9 -0.6 0.8 -0.027
N -4.336001 -1.753092 1.963436 -0.1 0.5 -0.2 -0.127
H -2.190792 -2.298802 2.972403 -0.1 0.4 -0.1 -0.202
H -2.695420 -3.544257 4.019383 -0.5 -0.1 0.0 0.219
H -5.264180 -1.564486 1.633523 0.0 -0.2 -0.2 0.211
H -3.555796 -1.481842 1.402498 0.0 0.5 0.1 -0.029
C 0.770961 7.089869 -2.112129 0.7 0.3 -1.7 0.586
O 1.261103 7.109378 -3.234387 -0.2 0.0 0.2 -0.604
N 0.385321 8.253016 -1.483730 -0.5 0.3 1.1 -0.451
N 0.558993 5.959729 -1.414400 -0.1 -0.2 1.1 -0.113
H 0.564149 8.362167 -0.500075 -0.2 -0.1 0.0 0.177
H 0.307294 9.114580 -1.990420 0.4 -0.2 -0.4 0.207
H 0.770653 5.046169 -1.791208 0.0 0.2 -0.5 0.144
H 0.025818 6.024681 -0.565609 -0.1 -0.2 -0.1 0.110
```
Positions in Å, forces in eV/Å.

Calculated values
Multiplicity: 1
Energy above the lowest of the compared OMol25 structures with the same formula, charge and spin in kcal/mol: 0.0
Energy in eV: -153092.3991
E_LUMO in eV: -0.04
E_HOMO in eV: -8.1
Gap between HOMO and LUMO in eV: 8.09

(2)
This record from OMol25 describes 16 unconnected molecules or ions with the total composition C19H66F3O17. The level of theory is ωB97M-V/def2-TZVPD.

The geometry in XYZ format:
```
105
Properties=species:S:1:pos:R:3:forces:R:3:mulliken_charge:R:1
C -1.852695 2.697343 -0.706733 1.7 2.1 -0.4 0.442
C -0.658695 2.230343 -1.557733 -1.9 0.8 0.0 -0.760
O -0.154695 1.161343 -0.832733 0.8 -0.9 -1.2 0.958
C 1.004305 0.523343 -1.353733 1.9 0.0 1.2 -0.742
O 1.766305 0.121343 -0.317733 -0.5 -0.9 0.3 0.365
C 0.608305 -0.643657 -2.280733 0.4 -0.6 1.0 0.207
F -0.271695 -0.369657 -3.238733 -0.1 0.4 -0.5 -0.351
F 1.731305 -1.133657 -2.883733 -0.7 0.1 0.3 -0.274
F 0.034305 -1.635657 -1.539733 0.6 0.3 -0.5 0.358
H -2.700695 2.088343 -0.759733 -1.0 -1.2 0.0 -0.639
H -2.186695 3.706343 -1.011733 0.2 -0.4 0.0 0.520
H -1.465695 2.781343 0.315267 -0.4 0.0 -0.2 -0.554
H 0.077305 3.022343 -1.609733 0.4 0.3 -0.2 0.314
H -1.005695 1.969343 -2.571733 0.3 -0.1 0.2 0.275
H 1.727305 1.184343 -1.850733 -1.1 0.7 -1.2 0.259
C 0.392305 -4.098657 1.953267 1.8 -1.2 -0.7 -0.785
O 0.350305 -3.813657 0.545267 -0.7 -1.0 0.9 -0.606
H -0.391695 -4.769657 2.253267 -0.7 -0.1 -0.3 0.386
H 0.387305 -3.222657 2.547267 -0.2 1.0 0.5 0.122
H 1.332305 -4.659657 2.188267 -0.5 0.5 -0.2 0.288
H 1.100305 -3.241657 0.345267 0.2 0.5 0.4 0.203
C -3.133695 -1.014657 -2.004733 0.3 0.4 0.7 -0.434
O -4.011695 -1.962657 -1.405733 -0.7 1.2 -0.9 -0.633
H -2.600695 -0.435657 -1.217733 -0.2 -0.2 -0.4 0.010
H -3.732695 -0.310657 -2.582733 0.0 -0.1 -0.1 0.360
H -2.379695 -1.489657 -2.634733 -0.2 0.0 -0.1 0.313
H -3.446695 -2.590657 -0.984733 0.9 -1.1 0.7 0.445
C 0.507305 -4.296657 -2.987733 0.4 -0.6 0.9 -0.250
O 0.529305 -5.233657 -1.912733 0.2 -0.4 -0.6 -0.631
H 0.574305 -4.790657 -3.935733 -0.2 -0.7 -0.4 0.450
H 1.329305 -3.616657 -2.969733 0.9 0.4 0.3 0.021
H -0.347695 -3.688657 -2.946733 -1.5 0.7 -0.1 0.018
H 0.174305 -4.865657 -1.089733 0.3 0.3 -0.4 0.476
C -1.044695 5.457343 0.916267 0.9 -0.4 0.9 -0.249
O -0.721695 6.691343 1.509267 -0.5 0.9 0.3 -0.608
H -0.555695 5.402343 -0.029733 0.1 -0.3 -1.1 0.317
H -2.101695 5.282343 0.846267 -0.5 0.4 -0.1 0.180
H -0.645695 4.671343 1.544267 -0.1 -0.5 0.0 0.080
H 0.230305 6.730343 1.621267 0.0 -0.1 0.0 0.301
C 4.971305 -1.682657 -2.989733 0.6 1.2 2.0 -0.289
O 5.808305 -2.562657 -2.197733 0.6 0.1 0.1 -0.548
H 5.603305 -0.867657 -3.329733 0.0 0.1 -0.7 0.396
H 4.265305 -1.179657 -2.292733 0.0 -0.4 -0.7 -0.069
H 4.438305 -2.174657 -3.805733 0.4 -0.3 0.3 0.209
H 6.471305 -2.056657 -1.648733 -1.4 -0.5 -1.2 0.294
C 2.977305 -2.914657 -0.382733 0.9 0.2 -0.9 -0.220
O 2.478305 -2.164657 0.706267 -0.1 -0.8 0.6 -0.599
H 3.266305 -3.972657 -0.118733 -0.5 1.1 0.1 0.293
H 3.888305 -2.410657 -0.767733 -0.5 -0.6 0.0 -0.233
H 2.205305 -2.915657 -1.183733 0.7 -0.3 0.2 0.007
H 2.160305 -1.298657 0.345267 -0.3 0.1 -0.3 0.325
C -3.333695 3.160343 2.435267 0.2 -0.2 0.6 -0.437
O -2.579695 3.950343 3.372267 -0.3 0.1 -0.6 -0.620
H -4.111695 2.655343 3.011267 0.0 -0.4 -0.2 0.421
H -2.696695 2.426343 1.882267 -0.7 0.6 0.5 0.125
H -3.868695 3.830343 1.765267 0.3 0.0 -0.2 0.125
H -1.847695 3.409343 3.648267 0.5 -0.3 0.2 0.350
C -4.474695 0.188343 1.045267 1.8 2.1 1.5 0.129
O -5.565695 -0.243657 0.363267 -1.8 -0.6 -0.3 -0.644
H -3.916695 0.938343 0.446267 0.2 -0.6 0.4 -0.375
H -3.818695 -0.549657 1.506267 0.2 -0.6 -0.7 0.160
H -4.730695 0.751343 1.953267 -0.7 0.1 -0.3 0.256
H -5.230695 -0.753657 -0.370733 0.1 -0.7 -0.5 0.458
C -1.205695 -1.087657 1.222267 1.3 -0.7 -0.8 -1.192
O -1.240695 0.283343 1.313267 -0.1 1.7 0.3 -0.256
H -1.229695 -1.484657 2.216267 -0.3 -0.5 0.6 1.015
H -0.266695 -1.469657 0.759267 -0.5 0.4 0.3 0.279
H -2.023695 -1.474657 0.650267 -0.6 -0.5 -0.3 -0.056
H -0.907695 0.718343 0.487267 -0.1 -0.8 0.9 0.223
C -5.516695 2.545343 -1.641733 -1.4 0.0 2.0 -0.551
O -5.184695 3.047343 -0.318733 0.5 -0.9 -0.5 -0.382
H -5.643695 1.463343 -1.527733 -0.1 0.2 0.1 0.107
H -4.741695 2.701343 -2.356733 0.5 0.6 -0.6 0.218
H -6.502695 2.987343 -1.867733 0.5 -0.3 -0.7 0.394
H -5.486695 3.941343 -0.197733 -0.2 0.4 -0.3 0.277
C 1.827305 3.221343 1.380267 1.0 0.2 -0.7 0.081
O 1.341305 1.962343 1.716267 -0.6 0.0 0.0 -0.433
H 2.726305 3.065343 0.803267 0.5 0.3 -0.4 -0.198
H 2.199305 3.798343 2.222267 -0.5 0.0 0.5 0.349
H 1.166305 3.820343 0.738267 -0.2 0.0 0.3 -0.167
H 1.439305 1.460343 0.877267 -0.3 -0.5 0.6 -0.250
C 4.322305 2.889343 -1.440733 0.7 0.6 0.5 -0.440
O 5.025305 2.790343 -0.189733 -1.4 -0.8 -0.5 -0.642
H 3.333305 3.379343 -1.399733 0.1 -0.3 0.4 0.175
H 4.240305 1.963343 -2.003733 -0.1 -0.5 0.3 0.053
H 4.927305 3.532343 -2.061733 0.3 0.3 -0.3 0.414
H 4.571305 2.042343 0.324267 0.8 0.9 -0.6 0.474
C 4.755305 -0.249657 1.641267 2.3 1.4 1.0 -0.580
O 4.012305 0.732343 1.007267 -1.2 -0.4 -0.6 -0.563
H 5.816305 0.119343 1.617267 -0.6 -0.4 0.1 0.344
H 4.750305 -1.189657 1.134267 -0.4 -0.8 0.0 0.143
H 4.488305 -0.258657 2.704267 -0.1 -0.7 -0.1 0.191
H 3.198305 0.315343 0.647267 0.1 0.8 -0.2 0.354
C 1.812305 -0.767657 3.512267 0.4 -0.8 0.4 -0.410
O 0.486305 -0.599657 3.898267 -1.1 0.5 0.2 -0.646
H 2.443305 -0.315657 4.275267 0.3 0.2 -0.2 0.408
H 2.008305 -0.378657 2.520267 0.2 0.2 0.0 0.069
H 1.966305 -1.841657 3.514267 0.8 -0.3 -0.2 0.316
H 0.022305 -0.365657 3.096267 -0.5 0.5 -0.1 0.226
C -2.540695 -5.076657 0.008267 0.0 1.8 0.6 -0.866
O -2.040695 -3.799657 -0.478733 -1.6 -1.2 -0.3 -0.330
H -3.081695 -4.920657 0.955267 -0.2 0.0 -0.3 0.289
H -1.696695 -5.668657 0.292267 0.5 -0.9 -0.3 0.364
H -3.199695 -5.514657 -0.729733 0.1 -0.2 -0.1 0.256
H -1.173695 -3.714657 -0.079733 0.8 0.6 0.3 0.276
```
Positions in Å, forces in eV/Å.

Calculated values
Total charge: -1
Multiplicity: 1
Energy above the lowest of the compared OMol25 structures with the same formula, charge and spin in kcal/mol: 0.0
Energy in eV: -63729.0107
E_LUMO in eV: 2.40
E_HOMO in eV: -6.9
Gap between HOMO and LUMO in eV: 9.28

> Which value of energy above the lowest of the compared OMol25 structures with the same formula, charge and spin does entry 1 give?

0.0 kcal/mol

> The highest gap between HOMO and LUMO belongs to which entry?

C19H66F3O17